DFT (the ωB97M-V functional and the def2-TZVPD basis) results for C18H13BBrF4IN5O3PtS as an isolated structure.

Properties
net charge: +1
2S+1: 5
⟨S²⟩: 6.05
E_LUMO (alpha / beta): -3.2 / -7.4 eV
E_HOMO (alpha / beta): -11.4720 / -11.4711 eV
energy above the lowest of the compared OMol25 structures with the same formula, charge and spin: 72.7 kcal per mole
gap between HOMO and LUMO (alpha / beta): 8.2750 / 4.0972 eV

Positions of all 48 atoms, in Å:
Pt -0.1943 0.1334 0.4093
N -4.5321 -0.2671 1.3056
C -3.3674 0.3837 1.2336
O -2.6122 0.2854 0.2535
C -3.0555 1.2635 2.3696
C -1.8409 1.9211 2.3310
N -0.7959 2.3956 2.1898
C -3.9531 1.4596 3.4108
N -4.7266 1.6107 4.2502
H -5.1371 -0.1718 2.1076
H -4.8217 -0.8735 0.5551
Br 5.2354 0.8825 4.2290
C 3.7291 0.7094 3.0958
C 3.2520 -0.5583 2.7807
C 2.1355 -0.6761 1.9748
C 1.5101 0.4676 1.5012
C 2.0134 1.7293 1.7731
C 3.1189 1.8532 2.5967
H 3.7526 -1.4403 3.1444
H 1.7910 -1.6661 1.7061
H 1.5609 2.6281 1.3878
H 3.5055 2.8294 2.8423
O -0.6500 -1.3013 1.6494
O -1.3008 -0.7573 2.6175
I -1.9339 -0.9109 -5.2978
C -1.3416 -1.7551 -3.4688
C -0.9201 -3.0723 -3.3533
C -0.5184 -3.5296 -2.1103
C -0.5054 -2.6455 -1.0396
N -0.9052 -1.3922 -1.1796
C -1.3405 -0.9442 -2.3396
H -0.8697 -3.7208 -4.2152
H -0.1734 -4.5441 -1.9797
H -0.1487 -2.9494 -0.0648
H -1.6977 0.0756 -2.3828
F 1.7518 -0.9394 -0.8231
B 2.4732 -1.4639 -2.0115
F 1.5206 -1.4459 -3.0111
F 3.4686 -0.5868 -2.2564
F 2.8538 -2.7192 -1.6983
S 0.2659 4.0287 -1.9505
C 0.8287 2.6820 -2.8498
C 0.7186 1.5445 -2.1218
N 0.1994 1.7259 -0.8748
C -0.0844 2.9915 -0.6544
H 1.2139 2.7997 -3.8421
H 1.0295 0.5751 -2.4606
H -0.5007 3.3546 0.2688

***

DFT (the ωB97M-V functional and the def2-TZVPD basis) results for one molecule with the formula C18H13BrN6O4.

Properties
structure (SMILES): O=c1[nH]c2ncc(Nc3nc(Nc4ccc5c(c4)OCCO5)ncc3Br)cc2o1
net charge: 0
2S+1: 1
E_LUMO: 0.4 eV
E_HOMO: -7.8066 eV
energy above the lowest of the compared OMol25 structures with the same formula, charge and spin: 0.0 kcal per mole
gap between HOMO and LUMO: 8.1704 eV

Positions of all 42 atoms, in Å:
O 3.6517 -5.2408 -5.6825
Br -4.3163 -3.7376 -0.4782
N -2.5756 -0.1877 0.8890
N 2.4074 -3.7782 -1.5886
N -0.8581 -1.3964 -0.1531
O 1.5861 -5.2569 -4.6840
O -0.4858 5.5059 3.3679
O 1.5281 4.9510 1.3390
C 2.9338 -5.1311 -4.7053
C -1.3336 -0.3209 0.4761
C -3.4424 -1.1627 0.6624
C 1.1825 -3.4759 -1.0375
C 2.3332 -4.3868 -2.7654
C -1.7056 -2.4013 -0.3479
C -1.2885 3.2442 3.1008
C -0.0254 -4.4481 -2.9031
C -1.3036 2.0053 2.4508
C 0.4292 2.8652 0.9643
C -3.0404 -2.2948 -0.0201
C 1.2075 -4.6921 -3.4882
C -0.3676 4.2714 2.7145
C 0.5264 4.0610 1.6610
C -0.0724 -3.8005 -1.6417
C -0.4468 1.8300 1.3512
N 3.4472 -4.7549 -3.4757
N -0.3862 0.6312 0.6377
N -1.3251 -3.5028 -1.0934
C 0.2193 6.5838 2.7523
C 1.6112 6.0915 2.2353
H -4.4822 -0.9816 0.9669
H 1.1758 -2.9503 -0.0983
H -2.0066 3.4975 3.8811
H -0.9005 -4.7850 -3.4330
H -1.9474 1.2053 2.7460
H 1.1096 2.6064 0.1261
H 4.3040 -4.2519 -3.4487
H 0.4071 0.4538 0.0637
H -2.1281 -4.0395 -1.3944
H -0.2907 6.9308 1.8534
H 0.3667 7.4456 3.4134
H 2.2557 5.8364 3.0914
H 2.0464 6.9616 1.6949

***

> Among the records above, which one has the highest net charge?

C18H13BBrF4IN5O3PtS

***

Copy entry 1 word for word.
DFT (the ωB97M-V functional and the def2-TZVPD basis) results for C18H13BBrF4IN5O3PtS as an isolated structure.

Properties
net charge: +1
2S+1: 5
⟨S²⟩: 6.05
E_LUMO (alpha / beta): -3.2 / -7.4 eV
E_HOMO (alpha / beta): -11.4720 / -11.4711 eV
energy above the lowest of the compared OMol25 structures with the same formula, charge and spin: 72.7 kcal per mole
gap between HOMO and LUMO (alpha / beta): 8.2750 / 4.0972 eV

Positions of all 48 atoms, in Å:
Pt -0.1943 0.1334 0.4093
N -4.5321 -0.2671 1.3056
C -3.3674 0.3837 1.2336
O -2.6122 0.2854 0.2535
C -3.0555 1.2635 2.3696
C -1.8409 1.9211 2.3310
N -0.7959 2.3956 2.1898
C -3.9531 1.4596 3.4108
N -4.7266 1.6107 4.2502
H -5.1371 -0.1718 2.1076
H -4.8217 -0.8735 0.5551
Br 5.2354 0.8825 4.2290
C 3.7291 0.7094 3.0958
C 3.2520 -0.5583 2.7807
C 2.1355 -0.6761 1.9748
C 1.5101 0.4676 1.5012
C 2.0134 1.7293 1.7731
C 3.1189 1.8532 2.5967
H 3.7526 -1.4403 3.1444
H 1.7910 -1.6661 1.7061
H 1.5609 2.6281 1.3878
H 3.5055 2.8294 2.8423
O -0.6500 -1.3013 1.6494
O -1.3008 -0.7573 2.6175
I -1.9339 -0.9109 -5.2978
C -1.3416 -1.7551 -3.4688
C -0.9201 -3.0723 -3.3533
C -0.5184 -3.5296 -2.1103
C -0.5054 -2.6455 -1.0396
N -0.9052 -1.3922 -1.1796
C -1.3405 -0.9442 -2.3396
H -0.8697 -3.7208 -4.2152
H -0.1734 -4.5441 -1.9797
H -0.1487 -2.9494 -0.0648
H -1.6977 0.0756 -2.3828
F 1.7518 -0.9394 -0.8231
B 2.4732 -1.4639 -2.0115
F 1.5206 -1.4459 -3.0111
F 3.4686 -0.5868 -2.2564
F 2.8538 -2.7192 -1.6983
S 0.2659 4.0287 -1.9505
C 0.8287 2.6820 -2.8498
C 0.7186 1.5445 -2.1218
N 0.1994 1.7259 -0.8748
C -0.0844 2.9915 -0.6544
H 1.2139 2.7997 -3.8421
H 1.0295 0.5751 -2.4606
H -0.5007 3.3546 0.2688

***

What did the second record say?
DFT (the ωB97M-V functional and the def2-TZVPD basis) results for one molecule with the formula C18H13BrN6O4.

Properties
structure (SMILES): O=c1[nH]c2ncc(Nc3nc(Nc4ccc5c(c4)OCCO5)ncc3Br)cc2o1
net charge: 0
2S+1: 1
E_LUMO: 0.4 eV
E_HOMO: -7.8066 eV
energy above the lowest of the compared OMol25 structures with the same formula, charge and spin: 0.0 kcal per mole
gap between HOMO and LUMO: 8.1704 eV

Positions of all 42 atoms, in Å:
O 3.6517 -5.2408 -5.6825
Br -4.3163 -3.7376 -0.4782
N -2.5756 -0.1877 0.8890
N 2.4074 -3.7782 -1.5886
N -0.8581 -1.3964 -0.1531
O 1.5861 -5.2569 -4.6840
O -0.4858 5.5059 3.3679
O 1.5281 4.9510 1.3390
C 2.9338 -5.1311 -4.7053
C -1.3336 -0.3209 0.4761
C -3.4424 -1.1627 0.6624
C 1.1825 -3.4759 -1.0375
C 2.3332 -4.3868 -2.7654
C -1.7056 -2.4013 -0.3479
C -1.2885 3.2442 3.1008
C -0.0254 -4.4481 -2.9031
C -1.3036 2.0053 2.4508
C 0.4292 2.8652 0.9643
C -3.0404 -2.2948 -0.0201
C 1.2075 -4.6921 -3.4882
C -0.3676 4.2714 2.7145
C 0.5264 4.0610 1.6610
C -0.0724 -3.8005 -1.6417
C -0.4468 1.8300 1.3512
N 3.4472 -4.7549 -3.4757
N -0.3862 0.6312 0.6377
N -1.3251 -3.5028 -1.0934
C 0.2193 6.5838 2.7523
C 1.6112 6.0915 2.2353
H -4.4822 -0.9816 0.9669
H 1.1758 -2.9503 -0.0983
H -2.0066 3.4975 3.8811
H -0.9005 -4.7850 -3.4330
H -1.9474 1.2053 2.7460
H 1.1096 2.6064 0.1261
H 4.3040 -4.2519 -3.4487
H 0.4071 0.4538 0.0637
H -2.1281 -4.0395 -1.3944
H -0.2907 6.9308 1.8534
H 0.3667 7.4456 3.4134
H 2.2557 5.8364 3.0914
H 2.0464 6.9616 1.6949